A 10-piece molecular cluster, H20O10 overall. Source: the Open Molecules 2025 dataset; level of theory: ωB97M-V/def2-TZVPD.

Each line ends with the Mulliken charge.
CARTESIAN COORDINATES (ANGSTROEM)
O (3.75, -23.07, 4.16)  -0.6400
H (4.14, -22.74, 3.35)  0.3285
H (4.48, -23.42, 4.66)  0.3130
O (-1.80, -24.25, -1.06)  -0.6368
H (-1.17, -24.62, -0.44)  0.3176
H (-2.44, -24.95, -1.20)  0.3190
O (-1.89, -21.30, 5.60)  -0.6354
H (-1.34, -21.21, 6.38)  0.3168
H (-1.58, -22.09, 5.17)  0.3181
O (-0.50, -30.04, 3.28)  -0.6412
H (0.22, -30.47, 3.75)  0.3107
H (-0.11, -29.24, 2.92)  0.3262
O (2.66, -27.01, -3.98)  -0.6321
H (3.19, -27.16, -3.20)  0.3013
H (2.20, -27.83, -4.13)  0.3282
O (0.56, -24.98, 8.44)  -0.6322
H (1.35, -24.71, 7.96)  0.3138
H (0.74, -25.89, 8.70)  0.3185
O (0.33, -30.08, -2.40)  -0.6365
H (0.09, -30.88, -2.86)  0.3202
H (0.85, -30.37, -1.65)  0.3186
O (1.32, -26.44, 2.36)  -0.6356
H (2.05, -26.83, 1.87)  0.3159
H (1.72, -25.72, 2.84)  0.3229
O (1.36, -19.41, 2.91)  -0.6340
H (0.73, -19.20, 3.61)  0.3246
H (1.76, -20.23, 3.19)  0.3085
O (4.38, -29.70, 0.43)  -0.6306
H (4.95, -30.44, 0.62)  0.3146
H (4.91, -29.13, -0.13)  0.3177

Output
E_HOMO: -0.412 Ha
SMILES: O.O.O.O.O.O.O.O.O.O
energy relative to the best compared isomer or geometry (same formula, charge and spin): 85.6 kcal/mol

***

A 10-piece molecular cluster, H20O10 overall in a non-equilibrium geometry. Source: the Open Molecules 2025 dataset; level of theory: ωB97M-V/def2-TZVPD.

Each line ends with the Mulliken charge.
CARTESIAN COORDINATES (ANGSTROEM)
O (3.20, -0.67, 0.29)  -0.6277
H (2.50, -0.90, 0.76)  0.2486
H (3.24, 0.29, 0.30)  0.3823
O (-1.69, 2.22, -1.14)  -0.6098
H (-1.68, 2.24, -2.06)  0.2706
H (-1.22, 1.43, -0.85)  0.4331
O (-0.93, 3.31, 1.58)  -0.6059
H (-0.55, 3.98, 1.12)  0.2731
H (-0.89, 2.58, 0.87)  0.3104
O (3.13, 2.06, 0.10)  -0.6984
H (2.50, 1.58, -0.46)  0.3525
H (3.89, 2.09, -0.50)  0.3345
O (1.03, -2.64, 0.64)  -0.5989
H (0.07, -2.71, 0.69)  0.3837
H (1.37, -3.52, 1.18)  0.2880
O (-0.32, -0.22, 2.66)  -0.5839
H (0.52, -0.19, 3.03)  0.2669
H (-0.93, -0.54, 3.35)  0.2655
O (1.27, 0.69, -2.09)  -0.5361
H (1.16, 1.52, -2.57)  0.2829
H (1.55, 0.06, -2.69)  0.2353
O (-3.30, -0.97, -1.67)  -0.6578
H (-2.76, -0.63, -0.94)  0.3043
H (-4.28, -0.59, -1.33)  0.3572
O (-1.77, -3.29, 0.28)  -0.6867
H (-1.82, -4.11, -0.06)  0.2638
H (-2.09, -2.46, -0.26)  0.3571
O (-0.79, -0.28, -0.20)  -0.6984
H (0.09, -0.13, -0.73)  0.3746
H (-0.48, -0.20, 0.72)  0.3194

Output
E_HOMO: -0.397 Ha
SMILES: O.O.O.O.O.O.O.O.O.O
energy relative to the best compared isomer or geometry (same formula, charge and spin): 99.1 kcal/mol

***

A 10-piece molecular cluster, H20O10 overall in a non-equilibrium geometry. Source: the Open Molecules 2025 dataset; level of theory: ωB97M-V/def2-TZVPD.

Each line ends with the Mulliken charge.
CARTESIAN COORDINATES (ANGSTROEM)
O (0.28, -1.72, 1.77)  -0.5658
H (-0.39, -1.87, 1.09)  0.2445
H (-0.19, -1.01, 2.25)  0.3095
O (0.54, -4.02, -0.31)  -0.6104
H (-0.12, -4.05, 0.38)  0.3000
H (1.03, -3.22, -0.08)  0.3328
O (-2.64, 0.28, -3.21)  -0.6478
H (-2.45, -0.64, -3.40)  0.3464
H (-2.23, 0.95, -3.76)  0.3103
O (-0.53, 1.54, 2.82)  -0.6219
H (0.26, 1.74, 3.34)  0.3017
H (-0.30, 1.90, 1.96)  0.3183
O (0.37, 2.42, -2.85)  -0.5708
H (0.18, 2.42, -1.92)  0.2803
H (0.56, 1.50, -3.02)  0.2781
O (2.58, -0.96, 3.36)  -0.6304
H (2.15, -0.42, 2.66)  0.2856
H (2.38, -1.70, 2.76)  0.3304
O (2.38, 0.95, -2.12)  -0.6075
H (1.83, 0.36, -2.62)  0.2834
H (2.95, 1.59, -2.54)  0.3327
O (-3.34, -0.10, 1.70)  -0.6190
H (-3.34, -0.79, 2.38)  0.3080
H (-3.19, 0.66, 2.28)  0.3060
O (1.82, 2.70, 0.52)  -0.5710
H (1.13, 3.11, 0.01)  0.2965
H (2.68, 2.56, 0.14)  0.2776
O (-1.35, -1.18, -1.56)  -0.6590
H (-1.84, -1.81, -1.04)  0.2898
H (-1.70, -0.29, -1.44)  0.3719

Output
E_HOMO: -0.410 Ha
SMILES: O.O.O.O.O.O.O.O.O.O
energy relative to the best compared isomer or geometry (same formula, charge and spin): 97.8 kcal/mol

***

A 10-piece molecular cluster, H20O10 overall. Source: the Open Molecules 2025 dataset; level of theory: ωB97M-V/def2-TZVPD.

Each line ends with the Mulliken charge.
CARTESIAN COORDINATES (ANGSTROEM)
O (-0.06, 0.04, 0.36)  -0.6057
H (0.23, 0.40, 1.20)  0.2626
H (0.11, 0.75, -0.27)  0.3024
O (3.71, 2.42, -2.25)  -0.6245
H (4.20, 2.00, -2.96)  0.3123
H (4.14, 3.28, -2.15)  0.3063
O (-1.85, -2.06, -3.55)  -0.6078
H (-2.19, -1.96, -2.66)  0.2964
H (-0.99, -2.48, -3.42)  0.2968
O (-0.57, -4.06, 1.29)  -0.6314
H (0.07, -3.43, 0.93)  0.3155
H (-0.37, -4.09, 2.23)  0.3152
O (2.00, -0.32, -1.74)  -0.5207
H (2.19, -1.25, -1.91)  0.2795
H (2.80, 0.13, -2.01)  0.2789
O (-0.26, 3.11, 1.33)  -0.5962
H (0.38, 2.98, 2.03)  0.3196
H (-0.45, 2.21, 1.02)  0.2866
O (-4.65, -0.14, 0.64)  -0.6299
H (-3.91, 0.45, 0.45)  0.3170
H (-4.48, -0.91, 0.10)  0.3144
O (-1.47, 0.70, -3.85)  -0.5885
H (-1.29, 1.61, -4.12)  0.2921
H (-0.76, 0.49, -3.23)  0.3106
O (-1.60, 0.15, 4.38)  -0.6232
H (-2.06, -0.63, 4.06)  0.3125
H (-1.16, -0.16, 5.18)  0.3139
O (2.58, 0.07, 3.26)  -0.6381
H (3.04, 0.92, 3.29)  0.3167
H (2.66, -0.21, 2.35)  0.3169

Output
E_HOMO: -0.406 Ha
SMILES: O.O.O.O.O.O.O.O.O.O
energy relative to the best compared isomer or geometry (same formula, charge and spin): 87.5 kcal/mol

***

A 10-piece molecular cluster, H20O10 overall in a non-equilibrium geometry. Source: the Open Molecules 2025 dataset; level of theory: ωB97M-V/def2-TZVPD.

Each line ends with the Mulliken charge.
CARTESIAN COORDINATES (ANGSTROEM)
O (-0.44, -0.42, 0.36)  -0.4064
H (-0.57, -0.26, -0.59)  0.2958
H (-1.30, -0.73, 0.66)  0.0916
O (4.23, 0.38, 1.98)  -0.6167
H (4.19, 0.81, 2.84)  0.2792
H (3.56, 0.84, 1.46)  0.3678
O (1.26, 0.32, 0.22)  -0.5911
H (1.35, 0.84, 1.02)  0.2289
H (1.96, -0.34, 0.28)  0.3452
O (-0.61, 3.34, -1.43)  -0.5570
H (-0.43, 3.84, -2.23)  0.2848
H (-0.85, 4.01, -0.78)  0.3028
O (-2.40, -0.41, 2.88)  -0.5239
H (-2.22, -1.10, 3.53)  0.2461
H (-2.39, 0.40, 3.40)  0.2582
O (-2.20, 1.30, -1.27)  -0.5814
H (-2.67, 1.98, -1.78)  0.2707
H (-2.17, 1.66, -0.38)  0.2723
O (-2.04, -1.50, -1.79)  -0.6082
H (-2.51, -0.76, -1.38)  0.3457
H (-1.72, -2.01, -1.04)  0.3075
O (3.73, 0.46, -0.19)  -0.6089
H (3.54, 0.57, -1.13)  0.2627
H (4.68, 0.28, -0.17)  0.3041
O (-3.71, -0.94, 0.89)  -0.5878
H (-2.99, -1.52, 1.17)  0.2924
H (-3.46, -0.07, 1.23)  0.3291
O (2.07, -2.89, -2.02)  -0.6246
H (3.03, -2.84, -1.96)  0.3101
H (1.77, -2.80, -1.11)  0.3111

Output
E_HOMO: -0.307 Ha
SMILES: O.O.O.O.O.O.O.O.O.O
energy relative to the best compared isomer or geometry (same formula, charge and spin): 149.3 kcal/mol

***

H20O10 as an isolated structure in a non-equilibrium geometry. Source: the Open Molecules 2025 dataset; level of theory: ωB97M-V/def2-TZVPD.

Each line ends with the Mulliken charge.
CARTESIAN COORDINATES (ANGSTROEM)
H (0.17, 0.32, 0.24)  0.1649
H (-0.29, -1.00, 0.57)  0.2404
H (-0.25, 1.93, -3.18)  0.3139
H (-0.20, 1.50, -4.64)  0.3206
H (0.37, 0.19, 4.25)  0.3085
H (1.57, 0.87, 3.78)  0.2473
H (-1.17, -4.19, 0.61)  0.3244
H (0.00, -4.05, 1.67)  0.2945
H (2.78, 1.26, 2.51)  0.2784
H (3.76, 0.65, 1.40)  0.2749
H (-3.46, -2.92, -2.56)  0.3215
H (-3.25, -3.35, -1.02)  0.3277
H (1.84, 1.41, -1.25)  0.2610
H (0.41, 1.21, -1.81)  0.2609
H (0.59, 4.46, -0.76)  0.2876
H (0.32, 3.19, 0.09)  0.3192
H (1.49, -2.83, 0.54)  0.2458
H (2.02, -1.41, 0.38)  0.2771
H (-3.57, 2.21, -1.64)  0.3221
H (-2.88, 1.18, -0.76)  0.2964
O (0.50, -0.57, 0.48)  -0.4208
O (-0.81, 1.57, -3.92)  -0.6132
O (1.36, 0.04, 4.19)  -0.5705
O (-0.91, -4.15, 1.60)  -0.6263
O (2.97, 0.47, 2.02)  -0.5533
O (-3.04, -3.60, -1.94)  -0.6458
O (0.91, 1.55, -1.05)  -0.4534
O (0.82, 4.03, 0.06)  -0.6474
O (1.31, -1.99, 0.86)  -0.5305
O (-3.35, 2.02, -0.74)  -0.6258

Output
E_HOMO: -0.322 Ha
energy relative to the best compared isomer or geometry (same formula, charge and spin): 197.0 kcal/mol

***

H20O10 as an isolated structure in a non-equilibrium geometry. Source: the Open Molecules 2025 dataset; level of theory: ωB97M-V/def2-TZVPD.

Each line ends with the Mulliken charge.
CARTESIAN COORDINATES (ANGSTROEM)
O (-2.06, 1.32, 0.41)  -0.6720
H (-1.84, 1.30, 1.38)  0.4293
H (-1.23, 1.02, 0.23)  0.1158
O (-0.23, -0.43, -0.49)  -0.5987
H (0.05, 0.13, -1.36)  0.3125
H (0.18, -0.16, 0.38)  0.4031
O (-1.30, -1.98, 1.96)  -0.6613
H (-1.77, -1.65, 1.20)  0.3043
H (-1.22, -1.27, 2.54)  0.2944
O (2.22, -2.80, -0.97)  -0.8024
H (2.76, -3.53, -1.03)  0.2231
H (1.25, -2.88, -0.49)  0.4506
O (0.64, 3.04, -0.92)  -0.8649
H (1.56, 2.91, -1.17)  0.3575
H (0.63, 4.06, -1.00)  0.3637
O (-3.28, -1.15, -0.24)  -0.6478
H (-2.83, -0.33, 0.00)  0.4110
H (-4.13, -0.74, -0.49)  0.3135
O (1.00, 2.79, 1.68)  -0.6699
H (1.01, 1.93, 1.41)  0.2794
H (0.71, 3.23, 0.83)  0.4934
O (0.01, 1.48, -2.72)  -0.5643
H (0.60, 1.27, -3.40)  0.2981
H (0.38, 2.14, -2.36)  0.3097
O (0.45, -3.46, 0.28)  -0.5303
H (-0.32, -3.53, -0.24)  0.3590
H (0.06, -2.95, 0.91)  0.3479
O (1.94, 0.29, 1.12)  -0.5200
H (2.00, -0.19, 1.86)  0.2320
H (2.76, 0.12, 0.69)  0.2332

Output
E_HOMO: -0.341 Ha
energy relative to the best compared isomer or geometry (same formula, charge and spin): 143.1 kcal/mol